[1]
# C58H90N6O3SSi

A cluster of 7 separate species, C58H90N6O3SSi in total (the ωB97M-V functional and the def2-TZVPD basis, the OMol25 dataset).

Each line ends with the Mulliken charge.
Element x y z (Å)
1 C 1.8925 2.0528 -0.3920  -1.61
2 C 0.5374 1.2408 -0.4047  0.93
3 C 0.4963 0.0427 0.4298  0.68
4 S 1.8936 -0.5509 1.4498  -0.31
5 C -0.7278 -0.7727 0.5309  -1.05
6 C -1.8795 -0.3294 -0.2163  0.45
7 C -1.8251 0.8704 -1.0841  0.52
8 C -0.6209 1.7005 -1.2095  0.16
9 C -0.5696 2.9818 -2.0851  -1.04
10 C -0.1929 2.7277 -3.5949  -0.85
11 C 1.0937 1.8439 -3.8047  1.74
12 C 2.3563 2.6599 -4.3396  -0.96
13 C 3.7268 2.1604 -3.7169  -0.60
14 C 4.3108 0.8785 -4.4707  -0.50
15 C 3.7370 -0.3910 -3.7516  0.25
16 C 4.1536 -1.7815 -4.3995  -0.21
17 Si 2.5301 -2.6412 -4.9673  -0.40
18 C 1.4183 -3.0602 -3.4513  -0.82
19 C 2.9918 -4.2922 -5.7997  -0.60
20 C 1.5204 -1.4673 -6.0880  0.72
21 C 0.0682 -1.3704 -6.0637  -0.26
22 C -0.5906 -0.4425 -6.9898  -0.54
23 C 0.1667 0.3967 -7.8979  -0.42
24 C 1.6381 0.3184 -7.9391  -0.63
25 C 2.2764 -0.6208 -7.0352  -0.32
26 C -3.1605 1.2145 -1.8320  -0.05
27 O -3.1933 1.6961 -2.9375  -0.53
28 C -4.4436 0.8365 -1.0335  -0.58
29 C -4.5054 -0.2681 -0.2342  0.30
30 O -5.6812 -0.4448 0.4539  -0.37
31 C -5.6738 -1.5334 1.3851  -1.04
32 C -5.0456 -1.2277 2.8073  1.39
33 C -4.0714 -2.4342 3.2015  -1.50
34 C -4.3809 0.1895 2.9627  -0.54
35 C -4.3950 0.7781 4.4224  0.34
36 C -3.7958 -0.1690 5.5281  -1.33
37 C -5.8194 1.3340 4.8585  -1.24
38 C -3.2276 -1.1286 -0.1754  0.21
39 O -3.1451 -2.3348 -0.1589  -0.58
40 H 1.9061 2.6888 -1.3038  0.19
41 H 2.7039 1.2840 -0.3639  0.37
42 H 1.9632 2.6895 0.5331  0.05
43 H 2.9949 -0.6142 0.6316  0.21
44 H -0.7920 -1.6936 1.1450  0.42
45 H 0.1743 3.6793 -1.6079  0.29
46 H -1.5707 3.4857 -2.0679  0.58
47 H 0.0418 3.7397 -4.0374  0.46
48 H -1.0758 2.3556 -4.1798  0.41
49 H 1.4485 1.3364 -2.8656  -0.40
50 H 0.8778 1.0051 -4.5267  -0.88
51 H 2.2756 3.7552 -4.0729  0.44
52 H 2.3782 2.6321 -5.4637  0.42
53 H 4.4671 3.0001 -3.6602  0.44
54 H 3.5044 1.8446 -2.6625  -0.06
55 H 4.0187 0.9651 -5.5484  0.15
56 H 5.4301 0.9614 -4.4158  0.35
57 H 2.6089 -0.3638 -3.7231  -0.63
58 H 4.0994 -0.3481 -2.6851  0.33
59 H 4.9055 -1.7033 -5.2242  0.40
60 H 4.5307 -2.4334 -3.5611  0.11
61 H 0.6301 -3.8175 -3.7101  0.24
62 H 2.0520 -3.4851 -2.6285  0.26
63 H 0.8828 -2.1599 -3.0557  0.26
64 H 2.1008 -4.9283 -6.0520  0.32
65 H 3.5920 -4.0735 -6.7251  0.26
66 H 3.6634 -4.8631 -5.0942  -0.18
67 H -0.5634 -1.9947 -5.3939  0.32
68 H -1.7012 -0.3928 -6.9882  0.36
69 H -0.3198 1.1214 -8.5832  0.34
70 H 2.2681 0.9301 -8.6161  0.38
71 H 3.3852 -0.6942 -7.0180  0.30
72 H -5.3104 1.5284 -1.1138  0.41
73 H -6.7587 -1.7845 1.5709  0.28
74 H -5.2393 -2.4905 0.9899  0.35
75 H -5.8699 -1.2781 3.5763  0.07
76 H -2.9908 -2.1657 3.0960  0.15
77 H -4.2315 -2.6137 4.3035  0.41
78 H -4.3578 -3.3916 2.6999  0.39
79 H -3.2877 0.0654 2.6883  -0.05
80 H -4.7804 0.9797 2.2806  0.36
81 H -3.7276 1.6907 4.3967  0.42
82 H -2.9963 -0.8141 5.0780  0.30
83 H -3.3591 0.3858 6.3955  0.39
84 H -4.6107 -0.8527 5.8842  0.23
85 H -6.0958 2.1633 4.1424  0.34
86 H -6.5999 0.5338 4.9258  0.11
87 H -5.6418 1.8589 5.8418  0.42
88 C 1.8035 4.9529 3.6356  -0.78
89 C 2.7933 6.0996 3.4633  -0.56
90 C 2.5589 6.9072 2.1896  0.27
91 C 2.7021 6.0337 0.9958  0.08
92 N 2.8104 5.3578 0.0738  -0.42
93 H 1.8920 4.2198 2.8305  0.08
94 H 1.9910 4.4278 4.5734  0.35
95 H 0.7740 5.3229 3.6531  0.20
96 H 3.8083 5.6929 3.4624  0.35
97 H 2.7147 6.7676 4.3227  0.36
98 H 3.2807 7.7229 2.1204  0.35
99 H 1.5573 7.3413 2.1963  -0.31
100 C -11.4168 0.4687 5.4205  -1.14
101 C -10.6444 1.1241 4.2806  -0.47
102 C -9.7343 0.1431 3.5361  -0.35
103 C -8.7279 -0.4264 4.4677  0.37
104 N -7.9476 -0.8617 5.1898  -0.54
105 H -10.7458 0.0778 6.1883  0.34
106 H -12.0721 1.1963 5.9025  0.34
107 H -12.0353 -0.3541 5.0529  0.29
108 H -10.0487 1.9479 4.6828  0.28
109 H -11.3545 1.5573 3.5720  0.33
110 H -9.2142 0.6545 2.7233  0.20
111 H -10.3196 -0.6712 3.1038  0.38
112 C 6.4267 -2.1485 5.0528  -1.18
113 C 4.9096 -2.1734 4.9003  -0.62
114 C 4.4093 -1.2707 3.7691  -0.02
115 C 4.7942 0.1399 4.0356  0.32
116 N 5.0936 1.2289 4.2431  -0.50
117 H 6.7880 -1.1520 5.3147  0.36
118 H 6.7394 -2.8265 5.8490  0.34
119 H 6.9188 -2.4609 4.1281  0.30
120 H 4.4528 -1.8683 5.8455  0.32
121 H 4.5883 -3.1995 4.7045  0.36
122 H 3.3230 -1.3330 3.6917  0.04
123 H 4.8357 -1.5823 2.8126  0.28
124 C 6.2186 -6.5106 -1.8905  -1.14
125 C 6.0405 -6.5526 -3.4037  0.35
126 C 7.1079 -5.7510 -4.1541  -0.51
127 C 7.0454 -4.3225 -3.7511  0.27
128 N 6.9927 -3.2174 -3.4436  -0.49
129 H 6.1237 -5.4940 -1.5015  0.31
130 H 5.4538 -7.1170 -1.4029  0.22
131 H 7.1980 -6.8999 -1.6004  0.34
132 H 5.0471 -6.1689 -3.6551  -0.46
133 H 6.0769 -7.5928 -3.7371  0.43
134 H 6.9450 -5.8228 -5.2312  0.31
135 H 8.1046 -6.1400 -3.9360  0.38
136 C 0.2456 -7.1659 -0.6604  -1.39
137 C 1.0510 -6.5505 -1.7995  0.00
138 C 1.9060 -7.5776 -2.5477  -0.21
139 C 2.8821 -8.2041 -1.6180  0.26
140 N 3.6378 -8.6849 -0.8986  -0.51
141 H 0.8952 -7.5946 0.1057  0.37
142 H -0.3688 -6.4048 -0.1761  0.36
143 H -0.4172 -7.9531 -1.0293  0.33
144 H 1.6908 -5.7611 -1.3960  0.20
145 H 0.3649 -6.0776 -2.5059  0.22
146 H 2.4518 -7.0925 -3.3600  0.06
147 H 1.2768 -8.3578 -2.9813  0.37
148 C -2.5899 8.5605 5.0179  -1.14
149 C -2.0771 9.3181 3.7980  -0.60
150 C -0.8322 8.6768 3.1787  -0.33
151 C 0.2759 8.6520 4.1694  0.30
152 N 1.1241 8.6450 4.9492  -0.52
153 H -1.8539 8.5517 5.8245  0.36
154 H -3.4921 9.0351 5.4076  0.34
155 H -2.8335 7.5258 4.7631  0.29
156 H -1.8564 10.3491 4.0869  0.31
157 H -2.8678 9.3580 3.0449  0.33
158 H -0.5116 9.2453 2.3034  0.40
159 H -1.0464 7.6543 2.8586  0.31

Cartesian forces (eV/Å) of the 3 atoms listed first:
C -1.4 -0.7 0.1
C -0.2 -0.1 0.4
C -1.8 -0.1 -1.3

Properties
**E**: -3505.80550 hartree
**E_LUMO**: -0.61 eV
**SMILES string**: Cc1c(S)cc2c(c1CCCCCCCC[Si](C)(C)c1ccccc1)C(=O)C=C(OC[C@@H](C)CC(C)C)C2=O.CCCC#N.CCCC#N.CCCC#N.CCCC#N.CCCC#N.CCCC#N
**HOMO level**: -0.31707 Eh
**Gap between HOMO and LUMO**: 8.02 eV


[2]
# C4H8O2P

The ion C4H8O2P with charge -1 (the ωB97M-V functional and the def2-TZVPD basis, the OMol25 dataset).

Each line ends with the Mulliken charge.
Element x y z (Å)
1 C -0.9833 1.3587 0.3153  -0.89
2 C 0.5749 1.0078 0.1324  -0.54
3 C 0.7221 -0.5192 0.1005  -0.45
4 C -0.6720 -1.0257 0.3983  -0.95
5 O -3.3190 -0.2570 -0.1664  -0.82
6 O -1.7075 -0.5332 -2.1270  -0.57
7 P -1.8705 0.0641 -0.5251  0.71
8 H -1.0745 2.3079 -0.2030  0.31
9 H 1.0601 1.5188 -0.7546  0.23
10 H 1.0977 1.4584 0.9005  0.38
11 H 1.0412 -0.6646 -0.9842  0.24
12 H 1.4323 -0.8220 0.8909  0.26
13 H -0.9194 -2.0330 0.2351  0.47
14 H -0.8583 -0.5774 1.4031  0.34
15 H -2.4351 -0.9301 -2.5893  0.27

Cartesian forces (eV/Å) of the 3 atoms listed first:
C 0.8 0.8 -2.8
C -1.9 0.6 -1.6
C 0.3 0.5 -1.5

Properties
**Energy above the lowest of the compared OMol25 structures with the same formula, charge and spin**: 2.054 eV
**E**: -649.04879 hartree
**E_LUMO**: 4.03 eV
**SMILES string**: [O-][P@@]1(O)=CCCC1
**HOMO level**: -0.10304 Eh
**Gap between HOMO and LUMO**: 6.83 eV
**Net charge**: -1


[3]
# C5H7N

A structure of composition C5H7N (the ωB97M-V functional and the def2-TZVPD basis, the OMol25 dataset).

Each line ends with the Mulliken charge.
Element x y z (Å)
1 C 1.8446 -0.0635 -0.1283  -1.13
2 C 0.3631 0.0447 0.0354  0.34
3 C -0.4610 1.1139 0.2145  -0.36
4 C -1.8173 0.6641 0.2639  -0.20
5 C -1.9532 -0.7105 0.2192  -1.00
6 N -0.4802 -1.0719 -0.0320  -0.07
7 H 2.2931 -0.7312 0.6175  0.31
8 H 2.1220 -0.4382 -1.1211  0.29
9 H 2.3012 0.9221 -0.0049  0.30
10 H -0.1209 2.1425 0.2746  0.39
11 H -2.6720 1.3262 0.3509  0.40
12 H -1.2498 -1.1903 -0.8944  0.43
13 H -0.1696 -2.0080 0.2048  0.30

Cartesian forces (eV/Å) of the 3 atoms listed first:
C 0.1 0.0 0.0
C -0.2 0.1 0.0
C 0.1 -0.1 0.0

Properties
**Energy above the lowest of the compared OMol25 structures with the same formula, charge and spin**: 3.862 eV
**E**: -249.33130 hartree
**E_LUMO**: 0.78 eV
**HOMO level**: -0.31130 Eh
**Gap between HOMO and LUMO**: 9.25 eV


Which value of gap between HOMO and LUMO does entry 1 give? 8.02 eV


Which of these has the highest gap between HOMO and LUMO? C5H7N


What is the gap between HOMO and LUMO in the second record? 6.83 eV